(1)
Molecular formula: C14H22ClMoO5P
Method: DFT, ωB97M-V/def2-TZVPD

**Frontier orbital gap (alpha / beta)**: 7.81 / 6.47 eV
**Energy above the lowest of the compared OMol25 structures with the same formula, charge and spin**: 3.896 eV

Geometry as ORCA input:
```
! RIJCOSX wB97M-V def2-TZVPD def2/J DEFGRID3
* xyz 2 3
Mo -0.501 1.032 -1.395
Cl -0.349 3.743 -2.089
P 0.216 -0.316 0.906
O -0.027 -1.633 -0.278
O -1.880 2.606 1.011
O 1.022 0.102 2.341
O 2.459 1.881 -0.546
O -1.230 -0.167 1.660
C -2.363 0.320 -2.658
C -0.240 -0.599 -3.037
C 0.767 1.327 -4.487
C -1.700 -1.304 2.494
C -1.389 1.988 0.196
C -1.513 -0.838 -2.393
C 2.025 -2.923 -0.413
C 1.351 1.592 -0.837
C 0.610 -2.912 0.102
C 1.313 1.572 2.330
C -0.994 -1.362 3.822
C 0.998 2.136 3.677
C -1.614 1.236 -3.446
C -0.278 0.714 -3.707
H 0.736 1.005 -5.535
H 0.557 -2.977 1.187
H 2.030 -2.822 -1.504
H 0.072 -1.580 3.743
H 1.604 1.648 4.429
H -0.058 2.019 3.904
H -0.009 -3.622 -0.341
H -2.725 -1.146 2.609
H -1.136 -0.427 4.373
H -1.543 -2.211 1.882
H -1.788 -1.701 -1.863
H 0.678 2.094 1.577
H 1.755 1.078 -4.086
H 2.431 -3.889 -0.140
H 2.632 -2.132 0.030
H -3.365 0.434 -2.321
H 0.591 -1.265 -3.066
H 0.650 2.416 -4.456
H 1.241 3.199 3.644
H -1.452 -2.173 4.396
H -1.932 2.208 -3.770
H 2.345 1.649 2.053
*
```

Results of the Mulliken charge analysis, in e, for atoms 1 through 2: atom 1 (Mo): -0.19, atom 2 (Cl): -0.17


(2)
Molecular formula: C14H22F6N6O5S3
Method: DFT, ωB97M-V/def2-TZVPD

**Frontier orbital gap**: 6.77 eV

Geometry as ORCA input:
```
! RIJCOSX wB97M-V def2-TZVPD def2/J DEFGRID3
* xyz 0 1
S -2.860 3.964 -3.673
S 3.116 -2.786 4.000
S -3.692 1.536 -3.089
F -0.395 4.019 -4.680
F -1.971 4.193 -6.174
F -1.483 5.901 -4.901
F -3.457 -0.175 -5.117
F -1.884 -0.347 -3.619
F -3.880 -1.130 -3.197
O -4.114 4.610 -4.074
O -5.127 1.644 -3.365
O 2.897 -4.358 1.375
O -2.327 4.409 -2.383
O -3.348 1.447 -1.666
N -2.925 -0.971 -0.126
N 5.031 -3.558 0.522
N 4.970 -2.939 1.791
N -0.400 -0.846 -0.899
N -1.841 -3.028 -0.503
N -2.732 2.416 -3.992
C -3.024 -1.622 1.269
C 1.817 1.646 2.402
C -3.217 -0.086 -3.774
C 3.823 -4.421 0.224
C 2.982 0.050 4.343
C -1.563 -1.534 -0.576
C 3.624 -3.457 2.284
C 1.451 0.954 -0.255
C -2.404 -3.137 0.930
C 2.967 1.483 3.557
C 2.168 -1.170 3.621
C -1.638 4.545 -4.895
C 0.080 0.156 0.156
C 2.500 1.221 0.975
H -1.434 -3.140 1.615
H 2.111 -1.122 2.454
H 2.732 2.315 4.379
H 3.207 0.295 1.092
H 0.828 1.085 2.674
H -0.909 -3.487 -0.622
H 1.056 -1.265 4.031
H -0.762 0.973 0.347
H 4.034 1.691 3.121
H 4.127 -0.268 4.448
H 3.515 -5.048 -0.716
H 2.606 0.184 5.465
H -4.108 -1.624 1.769
H 2.023 0.250 -1.031
H 0.166 -0.457 1.164
H 1.547 2.802 2.344
H -2.204 -0.979 1.850
H -2.963 0.066 0.020
H 0.132 -1.043 -1.788
H 1.207 1.942 -0.880
H -3.233 -3.943 1.133
H 3.177 2.146 0.639
*
```

Results of the Mulliken charge analysis, in e, for atoms 1 through 2: atom 1 (S): 1.01, atom 2 (S): -0.13


(3)
Molecular formula: C14H22FNO4PS
Method: DFT, ωB97M-V/def2-TZVPD

**Frontier orbital gap**: 6.99 eV

Geometry as ORCA input:
```
! RIJCOSX wB97M-V def2-TZVPD def2/J DEFGRID3
* xyz 1 1
S -0.989 -3.118 2.150
P -1.214 1.825 -2.388
F -4.575 0.640 -0.332
O -2.477 2.337 -1.348
O 4.115 -0.106 -1.746
O 4.086 -1.743 -0.022
O 4.093 1.184 0.269
N -1.251 -0.824 -1.020
C 3.470 -0.978 -0.790
C 3.706 2.576 0.476
C 0.060 3.240 -2.329
C -2.359 -2.257 3.062
C -3.513 -0.237 0.145
C 1.858 -0.922 -0.833
C -1.383 -3.184 0.308
C -2.742 -0.807 -1.145
C -0.444 0.276 -1.554
C 1.122 0.284 -1.491
C 0.974 -2.043 -0.241
C -0.592 -1.952 -0.357
C 4.737 0.990 -1.004
C -1.897 -0.893 3.810
H 1.501 -2.930 0.249
H 4.661 3.202 0.455
H -2.858 0.322 0.891
H 0.896 2.997 -3.067
H -2.903 -2.985 3.775
H -2.513 -3.147 0.173
H -3.135 -1.944 2.285
H -0.420 4.234 -2.633
H -2.827 -0.205 3.862
H -2.201 2.295 -0.399
H -3.124 -1.876 -1.367
H 1.746 1.141 -1.931
H -4.073 -1.133 0.612
H 5.848 0.740 -0.901
H -3.114 -0.181 -2.043
H -1.634 -1.140 4.895
H 0.487 3.405 -1.265
H -0.894 -4.150 -0.064
H 4.615 1.933 -1.640
H -1.040 -0.355 3.285
H 3.249 2.628 1.535
H 2.946 2.862 -0.329
*
```

Results of the Mulliken charge analysis, in e, for atoms 1 through 2: atom 1 (S): -0.02, atom 2 (P): 0.22


(4)
Molecular formula: C14H22N2O3
Method: DFT, ωB97M-V/def2-TZVPD

**Frontier orbital gap**: 9.14 eV
**Energy above the lowest of the compared OMol25 structures with the same formula, charge and spin**: 0.059 eV

Geometry as ORCA input:
```
! RIJCOSX wB97M-V def2-TZVPD def2/J DEFGRID3
* xyz 0 1
O 0.454 3.387 -1.581
O 1.998 2.621 -3.040
O 1.138 -2.477 1.372
N 1.960 0.137 -1.862
N -0.871 -1.448 1.314
C -2.110 -4.030 0.532
C 1.791 -0.957 -1.101
C -2.635 -3.118 1.634
C 0.481 0.708 -0.289
C 0.507 4.670 -2.202
C 1.187 1.171 -1.392
C -1.513 -2.303 2.288
C 2.494 -2.235 -1.369
C 0.858 -0.647 -0.114
C 1.268 2.443 -2.085
C 0.414 -1.606 0.919
C 1.655 5.508 -1.655
C -0.434 1.515 0.566
C -2.043 -1.459 3.447
H -2.475 -2.099 4.212
H -2.812 -0.772 3.097
H -1.236 -0.883 3.893
H 1.571 5.603 -0.575
H -1.459 1.470 0.192
H 2.567 0.238 -2.661
H -0.130 2.557 0.545
H -3.122 -3.719 2.404
H -2.922 -4.610 0.098
H -1.367 -4.716 0.931
H 3.555 -2.058 -1.535
H -0.731 -2.980 2.648
H 2.086 -2.721 -2.256
H -0.416 1.155 1.592
H 2.371 -2.893 -0.514
H -1.641 -3.448 -0.258
H 1.629 6.498 -2.103
H 0.621 4.537 -3.283
H -3.382 -2.433 1.223
H -1.451 -0.773 0.844
H -0.458 5.131 -1.982
H 2.604 5.036 -1.896
*
```

Results of the Mulliken charge analysis, in e, for atoms 1 through 2: atom 1 (O): -0.33, atom 2 (O): -0.67


(5)
Molecular formula: C14H22N4OPrS3Sb
Method: DFT, ωB97M-V/def2-TZVPD

**Frontier orbital gap (alpha / beta)**: 8.01 / 4.95 eV
**Energy above the lowest of the compared OMol25 structures with the same formula, charge and spin**: 1.011 eV

Geometry as ORCA input:
```
! RIJCOSX wB97M-V def2-TZVPD def2/J DEFGRID3
* xyz 1 4
Pr 0.990 -0.327 1.417
Sb 3.202 -0.522 3.581
S 0.874 -0.274 4.170
S 2.971 -2.294 2.114
S 3.238 1.241 1.966
O -1.076 -1.854 1.209
N 2.032 -0.371 -4.088
N -3.085 -0.880 1.773
N -0.851 1.741 1.199
N 1.333 -0.568 -1.440
C 0.139 -0.648 -2.335
C -2.792 0.263 0.910
C -2.503 -3.023 2.790
C -2.138 -1.852 1.889
C 2.261 -1.648 -1.873
C 1.972 0.729 -1.773
C -2.852 2.392 2.314
C 2.732 -1.504 -3.362
C -2.124 1.448 1.565
C 0.555 -0.670 -3.860
C -0.282 2.926 1.567
C -0.903 3.812 2.428
C -2.232 3.560 2.724
C 2.387 0.825 -3.278
H 3.468 0.896 -3.400
H -0.025 0.067 -4.411
H 0.703 3.071 1.148
H 1.808 -2.637 -1.701
H -3.304 -2.809 3.526
H -2.899 -3.873 2.199
H -2.837 4.197 3.319
H 2.556 -2.413 -3.918
H 0.338 -1.644 -4.313
H -2.150 -0.191 0.150
H -0.385 -1.597 -2.177
H 2.862 0.882 -1.146
H -3.901 2.272 2.471
H 1.947 1.676 -3.752
H -1.583 -3.426 3.286
H 1.268 1.541 -1.573
H -0.573 0.198 -2.192
H -3.981 -0.994 2.257
H 3.809 -1.339 -3.399
H -3.760 0.563 0.420
H 3.170 -1.639 -1.205
H -0.375 4.702 2.804
*
```

Results of the Mulliken charge analysis, in e, for atoms 1 through 2: atom 1 (Pr): 1.21, atom 2 (Sb): 0.57